[1]
{
  "formula": "C3H12O3",
  "method": "ωB97M-V/def2-TZVPD",
  "species": ["C", "O", "H", "H", "H", "H", "C", "O", "H", "H", "H", "H", "C", "O", "H", "H", "H", "H"],
  "coordinates": [[33.252, 2.748, 4.879], [32.666, 3.748, 4.069], [33.023, 2.932, 5.929], [32.867, 1.746, 4.672], [34.335, 2.737, 4.752], [32.174, 3.358, 3.344], [31.547, 7.038, 3.243], [32.874, 6.580, 3.499], [30.888, 6.178, 3.062], [31.134, 7.497, 4.144], [31.589, 7.684, 2.373], [32.891, 5.629, 3.670], [33.586, 5.143, 0.354], [34.338, 5.002, -0.876], [34.232, 5.619, 1.095], [32.723, 5.800, 0.240], [33.327, 4.143, 0.703], [34.228, 4.095, -1.159]],
  "homo_lumo_gap_ev": 10.36,
  "smiles": "CO.CO.CO",
  "total_charge": 0
}

---

[2]
{
  "formula": "C4H4N4",
  "method": "ωB97M-V/def2-TZVPD",
  "species": ["C", "C", "C", "C", "H", "H", "H", "H", "N", "N", "N", "N"],
  "coordinates": [[1.690, -1.441, -0.457], [0.492, 0.439, 0.293], [-1.647, 0.673, -0.015], [-0.991, 1.598, 0.983], [-0.096, -1.776, -1.319], [2.486, -2.021, -0.191], [-2.619, 0.842, -0.537], [-1.448, 2.357, 1.557], [0.992, -2.009, -1.461], [1.547, -0.286, 0.448], [-0.663, 0.002, -0.446], [0.258, 1.620, 1.146]],
  "homo_lumo_gap_ev": 7.79,
  "total_charge": 0
}

---

[3]
{
  "formula": "C7H5Cl2IO",
  "method": "ωB97M-V/def2-TZVPD",
  "species": ["C", "C", "C", "C", "C", "C", "C", "O", "Cl", "Cl", "I", "H", "H", "H", "H", "H"],
  "coordinates": [[0.048, -1.661, -1.157], [0.308, -2.060, 0.177], [-0.696, -0.494, -1.266], [-0.091, -1.302, 1.284], [-0.900, 0.269, -0.090], [-0.663, -0.099, 1.182], [0.891, 3.060, -0.262], [1.463, 2.045, 0.313], [-1.096, 0.532, 2.764], [1.142, 2.950, -1.855], [-1.804, 1.952, -0.570], [0.365, -2.355, -1.932], [0.897, -2.886, 0.206], [-0.974, -0.181, -2.241], [0.163, -1.710, 2.299], [0.946, 1.941, 1.148]],
  "homo_lumo_gap_ev": 8.80,
  "total_charge": 0
}

---

[4]
{
  "formula": "C24H31N3O2",
  "method": "ωB97M-V/def2-TZVPD",
  "species": ["C", "C", "C", "C", "C", "N", "C", "C", "C", "N", "C", "C", "N", "C", "C", "C", "C", "C", "C", "C", "O", "C", "O", "C", "C", "C", "C", "C", "C", "H", "H", "H", "H", "H", "H", "H", "H", "H", "H", "H", "H", "H", "H", "H", "H", "H", "H", "H", "H", "H", "H", "H", "H", "H", "H", "H", "H", "H", "H", "H"],
  "coordinates": [[2.931, 2.769, -1.711], [3.072, 3.062, -0.365], [3.820, 2.233, 0.452], [4.433, 1.095, -0.060], [5.192, 0.150, 0.845], [4.441, -0.933, 1.456], [3.486, -0.586, 2.485], [2.088, -0.227, 1.965], [1.536, -1.360, 1.090], [0.176, -1.046, 0.695], [-0.751, -2.141, 0.502], [-0.793, -2.670, -0.943], [-1.026, -1.639, -1.934], [-2.404, -1.351, -2.279], [-3.286, -0.751, -1.204], [-4.032, -1.572, -0.370], [-4.830, -1.065, 0.653], [-4.855, 0.299, 0.806], [-4.121, 1.136, -0.035], [-3.338, 0.638, -1.046], [-4.337, 2.442, 0.323], [-5.225, 2.400, 1.419], [-5.548, 1.059, 1.713], [-0.132, -0.515, -1.739], [-0.053, -0.005, -0.286], [2.547, -1.643, -0.031], [3.923, -1.955, 0.576], [4.310, 0.828, -1.419], [3.561, 1.655, -2.239], [2.341, 3.412, -2.348], [2.596, 3.939, 0.050], [3.932, 2.471, 1.500], [5.641, 0.721, 1.664], [6.003, -0.316, 0.275], [3.892, 0.238, 3.075], [3.399, -1.460, 3.143], [2.138, 0.693, 1.385], [1.414, -0.061, 2.807], [1.467, -2.258, 1.718], [-0.493, -2.955, 1.182], [-1.747, -1.770, 0.773], [-1.567, -3.434, -1.036], [0.171, -3.134, -1.185], [-2.845, -2.297, -2.611], [-2.376, -0.673, -3.137], [-3.998, -2.641, -0.516], [-5.406, -1.710, 1.295], [-2.787, 1.300, -1.695], [-4.748, 2.865, 2.297], [-6.144, 2.954, 1.170], [-0.440, 0.302, -2.393], [0.862, -0.846, -2.060], [0.734, 0.747, -0.216], [-1.005, 0.473, -0.024], [2.624, -0.771, -0.679], [2.226, -2.497, -0.630], [4.651, -2.135, -0.218], [3.840, -2.874, 1.171], [4.805, -0.036, -1.840], [3.468, 1.428, -3.291]],
  "homo_lumo_gap_ev": 7.98,
  "smiles": "c1ccc(CN2CCC(N3CCN(Cc4ccc5c(c4)OCO5)CC3)CC2)cc1",
  "total_charge": 0
}

---

[5]
{
  "formula": "C2H11N2O",
  "method": "ωB97M-V/def2-TZVPD",
  "species": ["N", "C", "C", "N", "H", "H", "H", "H", "H", "H", "H", "H", "H", "H", "H", "O"],
  "coordinates": [[-0.520, 0.179, -1.422], [0.619, -0.654, -1.642], [1.821, -0.266, -0.804], [-0.615, 1.484, 2.577], [-1.042, 2.270, 2.106], [-1.182, 0.102, -2.219], [-1.074, -0.103, -0.489], [0.380, -1.727, -1.290], [0.835, -0.848, -2.740], [1.373, -0.197, 0.270], [2.377, -1.196, -0.627], [-1.146, 1.294, 3.486], [2.460, 0.619, -0.976], [-1.855, -1.224, 1.130], [-0.929, 0.725, 1.909], [-1.500, -0.458, 0.731]],
  "homo_lumo_gap_ev": 4.33,
  "total_charge": 1
}

---

[6]
{
  "formula": "C19H62O12",
  "method": "ωB97M-V/def2-TZVPD",
  "species": ["C", "C", "O", "H", "H", "H", "H", "H", "H", "C", "C", "O", "H", "H", "H", "H", "H", "H", "C", "C", "O", "H", "H", "H", "H", "H", "H", "C", "C", "O", "H", "H", "H", "H", "H", "H", "C", "C", "O", "H", "H", "H", "H", "H", "H", "C", "C", "O", "H", "H", "H", "H", "H", "H", "C", "C", "O", "H", "H", "H", "H", "H", "H", "C", "O", "H", "H", "H", "H", "C", "O", "H", "H", "H", "H", "C", "O", "H", "H", "H", "H", "C", "O", "H", "H", "H", "H", "C", "O", "H", "H", "H", "H"],
  "coordinates": [[0.959, -6.749, 0.625], [-0.071, -5.810, 1.203], [0.282, -4.542, 0.984], [0.590, -7.761, 0.788], [1.915, -6.678, 1.146], [1.184, -6.553, -0.423], [-0.147, -5.981, 2.277], [-1.025, -6.015, 0.717], [-0.446, -4.039, 1.356], [0.111, 1.389, -0.958], [-0.242, 0.174, -0.090], [-0.225, -1.009, -0.926], [0.986, 1.248, -1.592], [0.306, 2.312, -0.412], [-0.666, 1.500, -1.714], [-1.188, 0.131, 0.449], [0.423, 0.131, 0.772], [-0.093, -1.792, -0.387], [-1.311, 5.525, -1.324], [-1.142, 5.374, -2.829], [-1.411, 4.010, -3.083], [-2.308, 5.408, -0.898], [-1.073, 6.537, -0.995], [-0.610, 4.949, -0.719], [-0.170, 5.710, -3.193], [-1.938, 6.030, -3.180], [-0.952, 3.642, -3.842], [-2.959, -3.057, -0.937], [-3.288, -2.463, 0.481], [-2.984, -3.299, 1.547], [-3.257, -2.328, -1.690], [-3.546, -3.967, -1.061], [-1.883, -3.228, -0.972], [-4.325, -2.163, 0.633], [-2.665, -1.574, 0.591], [-3.767, -3.770, 1.839], [3.121, 3.320, -3.258], [3.700, 4.546, -3.894], [4.884, 4.927, -3.107], [2.291, 2.949, -3.859], [2.779, 3.487, -2.237], [3.959, 2.623, -3.260], [3.034, 5.409, -3.909], [4.019, 4.450, -4.932], [4.643, 4.955, -2.178], [1.926, 2.707, 2.533], [2.267, 3.186, 3.961], [3.054, 4.303, 3.847], [2.705, 2.098, 2.074], [1.810, 3.463, 1.757], [1.051, 2.091, 2.742], [2.790, 2.388, 4.488], [1.466, 3.541, 4.610], [3.490, 4.610, 4.645], [0.249, -1.351, 5.485], [0.818, -2.209, 4.329], [0.385, -1.689, 3.075], [-0.830, -1.488, 5.412], [0.451, -0.284, 5.575], [0.597, -1.781, 6.424], [0.391, -3.210, 4.395], [1.890, -2.382, 4.429], [0.987, -2.009, 2.399], [3.375, -0.887, 0.693], [2.338, -1.667, 1.333], [3.511, 0.039, 1.253], [4.258, -1.486, 0.912], [3.355, -0.861, -0.396], [2.202, -2.441, 0.782], [-1.652, -1.685, -4.072], [-0.299, -1.488, -3.712], [-1.689, -2.274, -4.988], [-2.143, -2.339, -3.352], [-2.174, -0.734, -3.972], [-0.307, -1.095, -2.836], [-2.851, 0.242, 3.275], [-3.701, 1.379, 3.506], [-3.057, -0.533, 4.014], [-3.000, -0.215, 2.297], [-1.800, 0.525, 3.330], [-3.797, 1.614, 2.580], [-4.743, 2.962, -3.064], [-3.935, 3.080, -1.908], [-5.777, 2.872, -2.733], [-4.743, 3.774, -3.791], [-4.435, 2.053, -3.580], [-3.049, 3.241, -2.241], [2.322, -3.925, -1.868], [2.387, -3.734, -0.529], [3.220, -3.657, -2.426], [2.010, -4.965, -1.963], [1.413, -3.431, -2.209], [1.774, -4.307, -0.063]],
  "homo_lumo_gap_ev": 10.12,
  "smiles": "CCO.CCO.CCO.CCO.CCO.CCO.CCO.CO.CO.CO.CO.CO",
  "total_charge": 0
}

---

[7]
{
  "formula": "C5H4F2N3O2",
  "method": "ωB97M-V/def2-TZVPD",
  "species": ["C", "H", "C", "C", "N", "C", "H", "H", "H", "C", "N", "N", "O", "O", "F", "F"],
  "coordinates": [[0.259, -0.894, 0.035], [1.108, 0.654, -0.755], [-0.131, 0.627, -0.283], [-0.324, -1.763, -1.053], [-0.672, -2.747, -1.562], [0.538, -0.784, 1.559], [1.120, -1.550, 2.086], [1.173, 0.067, 1.837], [-0.407, -0.937, 2.093], [-1.248, 0.907, 0.672], [-2.110, 1.166, 1.406], [-0.147, 1.980, -0.946], [0.040, 2.933, -0.201], [-0.115, 2.245, -2.128], [1.434, -1.776, -0.031], [-0.516, -0.127, -2.728]],
  "homo_lumo_gap_ev": 7.04,
  "total_charge": -1
}

---

[8]
{
  "formula": "C12H30O6",
  "method": "ωB97M-V/def2-TZVPD",
  "species": ["C", "O", "C", "C", "O", "C", "H", "H", "H", "H", "H", "H", "H", "H", "H", "H", "C", "O", "C", "C", "O", "C", "H", "H", "H", "H", "H", "H", "H", "H", "H", "H", "C", "O", "C", "C", "O", "C", "H", "H", "H", "H", "H", "H", "H", "H", "H", "H"],
  "coordinates": [[3.539, -8.297, -0.520], [3.355, -7.061, -1.175], [3.348, -5.981, -0.257], [1.970, -5.360, -0.121], [2.135, -4.070, 0.419], [1.013, -3.553, 1.056], [3.386, -9.104, -1.238], [2.781, -8.420, 0.258], [4.537, -8.455, -0.103], [4.049, -5.256, -0.673], [3.691, -6.233, 0.748], [1.320, -6.006, 0.485], [1.435, -5.292, -1.077], [0.523, -4.137, 1.841], [0.274, -3.196, 0.334], [1.314, -2.668, 1.625], [-0.391, 2.089, -2.258], [-1.219, 1.651, -1.213], [-0.771, 0.496, -0.529], [0.720, 0.367, -0.253], [1.146, 1.499, 0.490], [1.562, 1.260, 1.809], [0.569, 2.436, -1.859], [-0.856, 2.944, -2.749], [-0.204, 1.349, -3.047], [-1.156, -0.372, -1.079], [-1.261, 0.549, 0.447], [1.283, 0.466, -1.184], [0.938, -0.602, 0.195], [2.164, 2.080, 2.192], [2.116, 0.312, 1.867], [0.707, 1.100, 2.486], [-5.001, 5.246, -1.628], [-3.841, 5.611, -0.924], [-3.419, 4.610, -0.052], [-2.176, 5.060, 0.675], [-1.798, 4.062, 1.574], [-0.403, 4.035, 1.828], [-4.764, 4.400, -2.283], [-5.418, 6.083, -2.175], [-5.774, 4.865, -0.947], [-3.327, 3.609, -0.494], [-4.176, 4.409, 0.726], [-2.387, 6.026, 1.150], [-1.358, 5.280, -0.024], [-0.247, 3.382, 2.677], [-0.095, 5.069, 2.027], [0.168, 3.717, 0.952]],
  "homo_lumo_gap_ev": 10.14,
  "smiles": "COCCOC.COCCOC.COCCOC",
  "total_charge": 0
}

---

Computed relative energy (zero: lowest compared OMol25 entry of this formula, charge and spin), in the same sequence as the records: 34.99, 82.65, 62.35, 76.21, 183.66, 143.22, 251.21, 49.30 kcal/mol.